Version 1
This record from OMol25 describes a cluster of 3 separate species, C2H2ClNO2 in total. The level of theory is the ωB97M-V functional and the def2-TZVPD basis.

```
8
Properties=species:S:1:pos:R:3:mulliken_charge:R:1
C -0.060 0.352 -0.786 0.55
C 1.217 -3.004 1.025 0.10
N 0.566 -0.102 -1.708 -0.36
O -0.686 0.375 0.193 -0.41
O 0.381 -2.733 0.307 -0.11
Cl -1.080 3.005 1.892 -0.23
H -1.509 1.992 1.457 0.24
H 1.170 0.114 -2.381 0.22
```

**Gap between HOMO and LUMO**: 11.97 eV
**Lowest unoccupied orbital energy**: 0.020 hartree

***

Version 2
This record from OMol25 describes a structure of composition C2H2ClNO2. The level of theory is the ωB97M-V functional and the def2-TZVPD basis.

```
8
Properties=species:S:1:pos:R:3:mulliken_charge:R:1
C -0.613 -0.970 -0.563 -0.53
C -0.620 0.111 0.161 0.30
N 1.178 0.736 0.373 0.74
O 1.982 0.182 -0.298 -0.51
O 1.150 1.758 0.970 -0.48
Cl -1.745 0.943 1.117 -0.09
H -1.612 -1.382 -0.984 0.21
H 0.279 -1.378 -0.774 0.36
```

**Gap between HOMO and LUMO**: 10.33 eV
**Lowest unoccupied orbital energy**: 0.005 hartree

***

Version 3
This record from OMol25 describes a cluster of 2 separate species, C2H2ClNO2 in total. The level of theory is the ωB97M-V functional and the def2-TZVPD basis.

```
8
Properties=species:S:1:pos:R:3:mulliken_charge:R:1
C 0.954 -0.585 0.572 -0.34
C -0.057 -0.100 -0.048 0.05
N -0.754 1.188 -0.364 0.96
O -1.336 1.416 -1.332 -0.46
O -0.553 1.915 0.589 -0.48
Cl -1.393 -2.059 -1.037 -0.31
H 1.254 -1.655 0.684 0.29
H 1.886 -0.121 0.935 0.30
```

**Gap between HOMO and LUMO (alpha / beta)**: 8.05 / 8.05 eV
**Lowest unoccupied orbital energy (alpha / beta)**: -0.096 / -0.096 hartree

***

The least stable of them is version 3.